C54H123N5O6 | ωB97M-V with the def2-TZVPD basis set

Electronic energy   -2856.22484 hartree
Energy relative to the best compared isomer or geometry (same formula, charge and spin)   88.08 kcal/mol
HOMO level   -8.042 eV
SMILES   CCN(CC)CC.CCN(CC)CC.CCN(CC)CC.CCN(CC)CC.CCN(CC)CC.C1CCOC1.C1CCOC1.C1CCOC1.C1CCOC1.C1CCOC1.C1CCOC1
LUMO energy   0.654 eV
F_max   3.10 eV Å⁻¹
Molecular weight   938.61 g/mol

Element x y z (Å)
C: -3.4351 4.8185 2.7708
C: -4.7506 4.0782 2.5282
N: -4.9213 2.7668 3.1352
C: -3.8343 1.8793 2.7598
C: -3.9044 1.5725 1.2715
C: -5.1474 2.7882 4.5952
C: -6.4915 3.3790 4.9577
H: -3.1053 4.9202 3.8009
H: -3.5145 5.8257 2.3517
H: -2.6909 4.3785 2.0992
H: -5.5048 4.7688 2.9257
H: -5.0560 4.0729 1.4822
H: -2.8559 2.3007 3.0324
H: -3.8861 0.8936 3.2320
H: -3.7320 2.4729 0.6627
H: -3.0408 1.0360 0.8626
H: -4.8404 1.1549 0.9067
H: -4.4094 3.5042 4.9894
H: -4.9551 1.7915 4.9780
H: -6.5852 3.6365 6.0170
H: -7.3137 2.6440 4.9506
H: -6.9171 4.1427 4.3115
C: -4.5579 2.7859 -2.6687
C: -4.0127 1.3547 -2.6196
N: -5.0072 0.5107 -3.3245
C: -4.5923 0.2704 -4.7231
C: -5.6599 -0.4712 -5.5156
C: -5.1537 -0.7533 -2.6272
C: -3.9062 -1.6339 -2.3487
H: -3.8048 3.4135 -2.1704
H: -5.5145 3.0115 -2.2053
H: -4.5886 3.1649 -3.6915
H: -3.0288 1.2964 -3.1026
H: -3.8229 0.9804 -1.6138
H: -4.4810 1.2663 -5.1663
H: -3.5919 -0.1710 -4.6800
H: -5.6119 -0.2565 -6.5838
H: -5.4454 -1.5324 -5.3806
H: -6.6516 -0.1521 -5.2031
H: -5.8240 -1.4799 -3.1030
H: -5.6733 -0.6322 -1.6724
H: -3.1249 -1.0205 -1.8837
H: -3.4447 -2.2154 -3.1478
H: -4.1828 -2.3472 -1.5671
C: -3.6902 -2.2897 1.7571
C: -2.7261 -2.0632 2.9168
N: -1.8783 -3.1739 3.3311
C: -0.9291 -2.7942 4.3506
C: -1.6545 -2.3350 5.6358
C: -1.1884 -3.7076 2.1619
C: -0.3142 -4.9394 2.3733
H: -4.3806 -1.4504 1.7402
H: -4.1807 -3.2660 1.7750
H: -3.1266 -2.3315 0.8184
H: -2.0746 -1.2306 2.5932
H: -3.3737 -1.7424 3.7331
H: -0.2831 -2.0312 3.8882
H: -0.2655 -3.5712 4.7324
H: -2.4491 -3.0288 5.9038
H: -2.0936 -1.3484 5.4844
H: -0.9460 -2.2656 6.4614
H: -1.9713 -3.9939 1.4599
H: -0.5399 -2.9375 1.7046
H: 0.4309 -4.8118 3.1589
H: -0.9530 -5.7597 2.7121
H: 0.1393 -5.2302 1.4279
C: 4.2237 5.3212 1.1504
C: 5.4291 4.4084 0.9346
N: 5.1011 3.2433 0.1043
C: 6.3264 2.6154 -0.3906
C: 6.0519 1.7706 -1.6259
C: 4.0682 2.3366 0.5834
C: 4.5516 1.3845 1.7025
H: 3.8490 5.5839 0.1564
H: 4.4464 6.2462 1.6792
H: 3.4216 4.7816 1.6504
H: 6.2399 5.0115 0.5331
H: 5.7313 4.0110 1.9194
H: 7.0845 3.3658 -0.6065
H: 6.7660 2.0273 0.4316
H: 7.0091 1.5953 -2.1297
H: 5.5789 0.8023 -1.4657
H: 5.4842 2.3304 -2.3715
H: 3.7338 1.7879 -0.3005
H: 3.2103 2.9191 0.9080
H: 3.7025 0.7886 2.0477
H: 4.8079 1.9759 2.5819
H: 5.3315 0.7256 1.3282
C: 1.6866 -4.2096 -4.0944
C: 1.0199 -3.1116 -4.8983
N: 1.1409 -1.7687 -4.3330
C: 2.5676 -1.4779 -4.2647
C: 2.9557 -0.0429 -3.8749
C: 0.4147 -0.7942 -5.1639
C: -1.0890 -0.9962 -5.1063
H: 1.3806 -5.2145 -4.3751
H: 1.6519 -3.9973 -3.0242
H: 2.7645 -4.1878 -4.3020
H: 1.1903 -3.2446 -5.9805
H: -0.0479 -3.3738 -4.9335
H: 3.1917 -2.1188 -3.6332
H: 3.0385 -1.7370 -5.2352
H: 2.5316 0.1182 -2.8806
H: 4.0421 0.0288 -3.8221
H: 2.6379 0.6667 -4.6350
H: 0.7905 -0.7353 -6.1927
H: 0.6573 0.1097 -4.6041
H: -1.3852 -1.9405 -5.5695
H: -1.5709 -0.2513 -5.7431
H: -1.4911 -0.9185 -4.0980
C: 4.3824 -3.9544 -0.0520
C: 4.7099 -2.5640 -0.5102
C: 6.1413 -2.3236 -0.1278
O: 6.7125 -3.5988 -0.4919
C: 5.7054 -4.6644 -0.4195
H: 3.5456 -4.4457 -0.5451
H: 4.2758 -4.0890 1.0276
H: 4.0567 -1.7577 -0.1357
H: 4.4093 -2.4739 -1.5619
H: 6.1603 -2.1923 0.9589
H: 6.6119 -1.5097 -0.6710
H: 6.1804 -5.2315 0.3801
H: 5.6458 -5.1591 -1.3882
C: -0.3479 -1.5184 -0.9504
C: 1.0714 -1.6559 -0.4552
C: 1.3496 -0.2903 0.2352
O: 0.4897 0.6072 -0.4818
C: -0.6794 -0.0153 -0.9912
H: -1.0899 -2.1336 -0.4282
H: -0.5293 -1.9636 -1.9360
H: 1.7364 -1.7459 -1.3137
H: 1.2089 -2.4335 0.2960
H: 2.4028 -0.0321 0.1209
H: 1.0884 -0.1494 1.2882
H: -0.8365 0.3669 -1.9997
H: -1.4885 0.2313 -0.2977
C: 0.4138 4.1441 2.4483
C: 0.4345 4.9434 3.7662
C: 1.5704 4.1988 4.5221
O: 1.8292 2.9823 3.8233
C: 0.7600 2.7432 2.9002
H: 1.2020 4.6229 1.8710
H: -0.5750 4.2978 2.0198
H: -0.4971 4.9270 4.3327
H: 0.6530 6.0050 3.6397
H: 1.1360 3.9978 5.5073
H: 2.4916 4.7577 4.6689
H: -0.0647 2.1904 3.3597
H: 1.0620 2.1833 2.0112
C: 2.1541 4.2223 -2.6861
C: 0.9752 4.1742 -3.6399
C: -0.0894 4.8878 -2.8059
O: 0.1781 4.5045 -1.4784
C: 1.4899 3.9453 -1.3148
H: 2.5244 5.2560 -2.6524
H: 2.9828 3.6343 -3.0771
H: 0.7159 3.1073 -3.6357
H: 1.1281 4.6351 -4.6118
H: -1.1453 4.7174 -3.0158
H: 0.1567 5.9637 -2.8632
H: 1.4192 2.8718 -1.1267
H: 2.0588 4.4160 -0.5181
C: 2.4618 -1.6828 3.5869
C: 2.2799 -0.4268 4.4401
C: 2.6340 -0.8859 5.8742
O: 2.7707 -2.3036 5.8098
C: 3.1645 -2.6780 4.4972
H: 3.0150 -1.3930 2.6904
H: 1.5302 -2.1351 3.2570
H: 1.3120 0.0734 4.4338
H: 3.0128 0.3281 4.1525
H: 1.8451 -0.6775 6.5950
H: 3.5787 -0.4470 6.2085
H: 2.7779 -3.6649 4.2462
H: 4.2559 -2.6317 4.4346
C: -3.4274 -5.4409 -3.0368
C: -1.9771 -5.2751 -3.5014
C: -1.1067 -5.1242 -2.2636
O: -1.9521 -5.5801 -1.1936
C: -3.3260 -5.3770 -1.5114
H: -3.7930 -6.3992 -3.3957
H: -4.0227 -4.6296 -3.4549
H: -1.8596 -4.4777 -4.2401
H: -1.7036 -6.1555 -4.0899
H: -0.8759 -4.0903 -1.9682
H: -0.1375 -5.6183 -2.2299
H: -3.7076 -4.4547 -1.0675
H: -3.8329 -6.2334 -1.0660

Cartesian forces, eV/Å:
C 0.3 0.0 -1.7
C -1.1 1.2 1.0
N -0.3 -0.8 0.2
C -0.1 -0.6 -0.7
C 1.1 1.2 -1.4
C 0.6 1.8 -1.1
C -2.0 -1.4 0.8
H 0.0 -0.3 0.0
H -0.3 0.1 0.2
H 0.4 -0.1 0.6
H -0.2 -0.5 0.3
H 0.6 -0.3 -0.2
H 0.1 -0.1 -0.1
H -0.3 0.3 0.6
H -0.5 0.3 0.3
H -0.2 -0.8 0.7
H 0.0 -0.2 0.4
H 0.3 -0.4 0.5
H -0.2 0.0 0.2
H 0.6 0.7 -0.1
H 0.4 -0.4 -0.5
H 0.7 0.4 0.1
C 1.7 0.7 0.3
C -1.4 0.4 -0.7
N 0.5 -1.2 0.2
C -0.4 1.5 0.5
C 0.9 -0.3 -0.1
C -0.3 -1.8 0.2
C 0.3 0.6 1.0
H -0.2 0.2 0.0
H -0.1 -0.6 0.1
H -0.1 -0.2 -0.1
H 0.0 0.2 -0.2
H -0.4 0.2 0.2
H 0.2 0.0 0.0
H -0.1 -0.4 -0.6
H 0.3 0.0 0.0
H -0.8 -0.1 -0.1
H 0.0 -0.3 0.3
H -0.3 0.7 -0.6
H 0.3 0.6 0.1
H 0.1 -0.1 -0.1
H -0.3 0.3 -0.4
H -0.1 0.0 -0.1
C 0.9 -0.8 -0.6
C -0.1 0.2 0.0
N -0.1 -1.4 -0.5
C -0.6 0.7 1.1
C 0.4 0.7 -0.6
C 0.1 -0.2 -0.1
C -0.8 -0.2 0.6
H -0.2 -0.2 -0.2
H -0.4 0.2 0.5
H -0.2 0.4 -0.1
H 0.0 0.3 0.3
H 0.5 0.1 0.3
H 0.0 0.4 0.6
H -0.2 -0.5 -0.8
H 0.0 -0.1 -0.1
H -0.1 0.0 0.2
H 0.0 0.0 0.0
H 0.3 0.1 -0.3
H -0.2 0.3 -0.1
H 0.2 0.1 -0.3
H 0.1 -0.1 -0.1
H 0.1 0.0 0.0
C -0.1 -0.3 -0.8
C -1.0 -0.7 1.3
N 0.7 1.7 -1.0
C -0.9 -0.6 0.6
C 0.9 0.1 -0.6
C 0.8 -0.2 0.0
C -1.2 0.5 -0.3
H -0.1 0.2 0.1
H 0.1 -0.1 0.2
H 0.0 0.2 0.3
H 0.1 -0.4 -0.3
H 0.4 0.4 0.1
H -0.3 0.3 -0.2
H 0.2 -0.3 -0.3
H 0.0 -0.3 0.1
H -0.1 0.1 0.2
H -0.3 0.1 0.3
H -0.1 -0.2 0.1
H 0.0 0.0 0.1
H 0.0 -0.2 -0.2
H 0.6 -0.1 -0.1
H 0.2 0.0 0.3
C 1.7 0.6 -0.2
C -2.3 -1.1 0.1
N 0.6 -1.3 -0.6
C 1.5 0.7 -1.0
C -0.2 -0.9 -0.2
C 0.3 0.1 1.7
C 0.0 0.0 -0.9
H -0.4 0.1 0.2
H -0.6 -0.3 0.0
H 0.0 -0.1 0.0
H 1.0 0.6 0.0
H 0.0 0.3 0.5
H -1.0 -0.3 0.6
H -0.2 0.4 -0.3
H 0.0 0.6 -0.1
H 0.0 -0.1 0.1
H -0.2 0.3 0.3
H 0.1 0.0 -0.1
H -0.3 0.5 -0.7
H 0.0 -0.1 0.3
H 0.0 0.2 0.2
H 0.1 -0.1 0.1
C 0.9 -1.3 0.5
C -2.3 2.0 -0.2
C -0.8 -1.8 -0.7
O 0.4 0.5 -0.4
C 1.1 1.5 0.5
H -0.1 0.3 0.0
H -0.3 0.5 0.0
H 0.0 -0.4 0.6
H 1.0 -0.2 -0.3
H 0.4 0.2 0.0
H 0.3 -0.1 0.1
H -0.9 -1.0 -0.2
H 0.2 -0.2 0.1
C -1.7 -1.0 -1.0
C 0.1 0.8 1.1
C -1.1 -0.2 -1.0
O 1.1 1.1 -0.2
C 0.9 -0.7 1.1
H 0.2 0.5 0.8
H 0.8 0.3 -0.3
H 0.2 -0.2 0.2
H 0.1 -0.4 -0.4
H -0.1 0.4 -0.2
H 0.0 -0.8 0.2
H -0.2 0.0 0.1
H -0.3 0.0 -0.4
C -1.2 1.4 1.1
C 0.9 0.0 0.1
C -1.3 0.2 0.6
O 0.1 -0.4 -0.2
C 0.3 0.7 -0.7
H -0.1 -0.6 -0.6
H 0.2 -0.4 -0.6
H -0.1 -0.4 -0.1
H 0.1 -0.1 -0.2
H 0.5 -0.3 0.2
H 0.1 0.0 -0.3
H -0.1 0.2 0.2
H 0.6 -0.3 0.4
C 0.3 1.2 -0.1
C -0.8 -0.6 0.9
C 1.2 0.9 -0.1
O -0.1 -0.5 1.4
C 0.4 -0.4 -1.6
H 0.1 0.0 0.0
H 0.0 -0.4 0.6
H -0.2 0.1 -0.9
H 0.0 -0.3 -0.1
H 0.1 -0.1 -0.2
H -0.5 0.0 -0.3
H -0.2 0.0 0.1
H -0.3 0.2 0.2
C -0.1 0.5 -0.6
C 0.5 0.4 0.8
C -0.1 -0.4 -0.4
O -0.3 -0.5 0.2
C -0.1 0.6 0.0
H 0.1 -0.4 0.0
H -0.1 0.2 0.0
H -0.1 -0.3 -0.3
H -0.2 0.1 -0.1
H 0.1 0.1 0.1
H 0.0 0.1 0.1
H 0.4 -0.3 0.5
H 0.0 -0.1 -0.2
C 0.3 0.6 0.0
C 0.7 -0.3 -1.3
C -0.9 1.0 1.2
O 0.4 -0.5 0.2
C 0.3 -0.9 -0.1
H -0.3 0.1 0.2
H -0.3 -0.2 0.1
H 0.0 0.3 0.4
H 0.2 -0.1 0.3
H 0.0 0.2 -0.8
H -0.3 -0.6 -0.2
H 0.1 0.1 -0.1
H -0.3 0.2 0.2